Record 1
The following is a DFT calculation (the ωB97M-V functional and the def2-TZVPD basis) of 10 unconnected molecules or ions with the total composition C37H103N9O10 in a non-equilibrium geometry.

```
159
Properties=species:S:1:pos:R:3:lowdin_charge:R:1
C -5.4606 -0.4266 0.4974 -0.130
O -5.0322 -1.1485 -0.5951 -0.181
C -5.8734 -1.0356 -1.6834 -0.215
C -5.0070 -1.0432 -2.9520 -0.433
C -5.8884 -0.7543 -4.1858 -0.054
N -4.2018 -2.2372 -3.1636 0.051
H -6.2858 -0.9883 1.0300 0.095
H -5.9448 0.5331 0.3286 0.069
H -4.6401 -0.2341 1.2371 0.096
H -6.5136 -1.9174 -1.6030 0.135
H -6.4060 -0.1152 -1.7193 0.114
H -4.3222 -0.2262 -2.8797 0.105
H -5.2918 -1.0100 -5.0532 0.068
H -6.2141 0.3080 -4.1937 0.090
H -6.7878 -1.3244 -4.1138 0.060
H -3.6149 -2.4838 -2.3287 0.071
H -4.8539 -3.0334 -3.2194 0.086
C 1.9181 -1.9846 -3.0482 -0.086
O 0.7051 -1.2685 -2.8535 -0.220
C 0.0688 -0.9054 -4.0754 -0.200
C -1.3269 -0.3796 -3.7910 -0.398
C -2.1802 0.0047 -5.0058 -0.063
N -1.3304 0.7784 -2.8194 0.086
H 1.8184 -2.7713 -3.7995 0.090
H 2.2184 -2.4353 -2.1150 0.074
H 2.7022 -1.2463 -3.2353 0.067
H 0.6538 -0.0809 -4.5982 0.134
H 0.1234 -1.7824 -4.7530 0.127
H -1.8939 -1.2377 -3.4080 0.108
H -1.7574 0.8443 -5.5849 0.083
H -3.1300 0.2694 -4.6315 0.032
H -2.4069 -0.8202 -5.7000 0.087
H -0.5863 0.6193 -2.1985 -0.012
H -1.1464 1.6244 -3.3686 0.077
C -3.2672 6.5036 2.8901 -0.131
O -2.1897 5.7605 3.3359 -0.231
C -0.9538 5.8165 2.5996 -0.158
C 0.0192 4.8998 3.4036 -0.430
C 0.5519 5.6054 4.6076 -0.068
N 1.0720 4.4891 2.4353 0.047
H -2.9155 7.5757 2.7670 0.102
H -4.1111 6.3570 3.5503 0.086
H -3.5110 6.1895 1.8563 0.074
H -1.1547 5.5259 1.6299 0.071
H -0.6420 6.8872 2.6133 0.136
H -0.5469 4.0388 3.6899 0.116
H 0.9845 4.8846 5.2638 0.056
H -0.2883 6.0671 5.1612 0.089
H 1.3500 6.3564 4.2970 0.107
H 0.5571 4.0119 1.6470 0.079
H 1.5519 3.7191 2.8709 0.037
C 2.4113 1.6611 -2.9025 -0.130
O 3.3249 2.5567 -2.4071 -0.222
C 2.7195 3.6897 -1.8069 -0.218
C 3.7281 4.6226 -1.2329 -0.391
C 4.7571 3.8426 -0.3523 -0.033
N 2.9753 5.6851 -0.4487 0.044
H 1.7434 1.3487 -2.0506 0.074
H 2.9961 0.7880 -3.2447 0.074
H 1.8543 2.1089 -3.7791 0.109
H 2.1032 4.2380 -2.5485 0.138
H 2.1178 3.3487 -0.9449 0.122
H 4.1592 5.1978 -2.0432 0.133
H 5.3406 3.2064 -0.9827 0.045
H 4.3038 3.3949 0.5224 0.075
H 5.3427 4.6627 0.0748 0.073
H 3.6559 6.3808 -0.1879 0.055
H 2.5435 5.3883 0.4059 0.026
C 5.2819 -4.8208 -1.2388 -0.053
O 4.1059 -4.5005 -0.4168 -0.220
C 4.4501 -4.1984 0.8642 -0.249
C 3.1672 -3.5441 1.5575 -0.425
C 3.5292 -3.1280 2.9770 -0.069
N 2.0193 -4.4606 1.6456 0.029
H 4.8250 -4.8896 -2.2151 0.076
H 5.7465 -5.7973 -1.0186 0.091
H 5.9968 -3.9559 -1.2545 0.084
H 4.6578 -5.1785 1.3335 0.132
H 5.2649 -3.4786 0.7550 0.103
H 2.9112 -2.6997 0.8732 0.123
H 4.0285 -3.9648 3.4774 0.087
H 2.6507 -2.8513 3.4728 0.051
H 4.2517 -2.3626 2.8504 0.060
H 1.6404 -4.8676 0.7709 0.085
H 2.3231 -5.2091 2.2933 0.079
C 2.6608 0.9573 3.5428 -0.129
O 1.8488 0.9880 2.4082 -0.215
C 1.1024 -0.2499 2.1935 -0.142
C 0.0761 0.1295 1.1059 -0.429
C -0.9227 -0.9769 0.7528 -0.049
N 0.6012 0.6522 -0.1162 0.076
H 3.6537 0.5513 3.2454 0.097
H 2.3122 0.4602 4.4147 0.077
H 2.8200 1.9505 3.8641 0.059
H 1.9065 -1.0501 1.9878 0.123
H 0.5605 -0.5981 3.1063 0.131
H -0.4845 0.9312 1.6613 0.125
H -1.6121 -0.5397 0.0364 0.078
H -1.4219 -1.1501 1.6930 0.054
H -0.4858 -1.9103 0.4043 0.086
H 0.7134 -0.0655 -0.7705 0.026
H 1.3870 1.2797 -0.0332 0.061
C -3.8913 1.6566 3.4714 -0.087
O -4.1316 2.1115 2.1263 -0.175
C -2.9035 2.2580 1.4818 -0.228
C -3.0256 3.2508 0.3178 -0.455
C -3.9864 2.7444 -0.7149 -0.053
N -1.7761 3.6305 -0.2293 0.068
H -4.8340 1.4229 3.9017 0.066
H -3.3721 2.4668 4.1184 0.116
H -3.2599 0.7413 3.5080 0.088
H -2.0994 2.6216 2.0384 0.093
H -2.6727 1.3504 0.9710 0.101
H -3.4493 4.1780 0.7919 0.135
H -4.3224 3.4953 -1.3612 0.053
H -4.9809 2.3212 -0.3713 0.086
H -3.4982 1.9137 -1.2367 0.072
H -1.9222 4.1410 -1.0636 0.068
H -1.2660 2.8017 -0.5432 0.066
C -6.6272 -3.3123 3.3134 -0.099
O -5.6393 -3.5385 2.3095 -0.196
C -4.7471 -4.5957 2.6019 -0.232
C -3.6363 -4.5609 1.5995 -0.431
C -2.7443 -3.3655 1.7411 -0.060
N -4.0538 -4.8924 0.2347 0.061
H -6.9214 -2.2738 3.2011 0.073
H -6.1916 -3.4772 4.3031 0.083
H -7.5806 -3.8801 3.2634 0.091
H -4.3564 -4.4556 3.6285 0.129
H -5.3261 -5.5155 2.6511 0.124
H -3.0891 -5.4201 2.0137 0.138
H -2.9179 -2.7051 2.5819 0.077
H -3.0224 -2.6839 0.8837 0.088
H -1.6817 -3.5126 1.7804 0.068
H -4.8706 -5.4695 0.3641 0.075
H -4.4871 -4.0909 -0.2400 0.080
C 9.2456 -1.0982 -0.1018 -0.105
O 7.9668 -1.6869 -0.3883 -0.182
C 7.3166 -0.9869 -1.4656 -0.196
C 6.2250 0.0334 -1.1548 -0.431
C 5.0523 -0.5525 -0.3814 -0.037
N 5.7499 0.5870 -2.4436 0.059
H 9.8713 -0.7982 -0.9320 0.076
H 9.8605 -1.7337 0.5158 0.077
H 9.0528 -0.1450 0.4450 0.094
H 8.0070 -0.6088 -2.1064 0.081
H 6.7888 -1.8300 -1.9538 0.126
H 6.6728 0.8129 -0.5267 0.130
H 4.4464 0.1302 0.1505 0.053
H 5.4474 -1.2777 0.4038 0.091
H 4.4639 -1.1124 -1.0730 0.061
H 6.5534 0.9780 -2.9050 0.066
H 5.1733 1.3979 -2.1186 0.055
C -1.7434 -4.6477 -2.8295 -0.165
O -1.7594 -3.9705 -1.5908 -0.162
H -0.7215 -4.6334 -3.1567 0.064
H -1.8261 -5.7568 -2.6344 0.098
H -2.4362 -4.3301 -3.5220 0.034
H -2.3831 -4.4792 -0.9982 0.049
```

- Energy relative to the best compared isomer or geometry (same formula, charge and spin): 67.3 kcal per mole
- Largest force on an atom: 4.6 eV/A
- SMILES: COC[C@H](C)N.COC[C@H](C)N.COC[C@H](C)N.COC[C@H](C)N.COC[C@H](C)N.COC[C@H](C)N.COC[C@H](C)N.COC[C@H](C)N.COC[C@H](C)N.CO
- HOMO: -8.865 eV

Record 2
The following is a DFT calculation (the ωB97M-V functional and the def2-TZVPD basis) of 9 unconnected molecules or ions with the total composition C22H64N2O16 in a non-equilibrium geometry.

```
104
Properties=species:S:1:pos:R:3:lowdin_charge:R:1
C 0.3709 -1.1417 0.9135 -0.071
O -0.4231 0.0300 0.8180 -0.194
C -0.2907 0.6934 -0.4295 -0.185
C -1.5724 1.4315 -0.7833 -0.376
C -2.2592 0.8977 -2.0594 -0.039
N -1.4323 2.9142 -0.8016 0.053
H 0.1979 -1.7370 0.0116 0.077
H 0.1273 -1.6492 1.8388 0.061
H 1.4411 -0.9033 0.8925 0.089
H 0.4945 1.4447 -0.2454 0.130
H 0.0003 0.0115 -1.2325 0.104
H -2.2779 1.2186 0.0302 0.130
H -2.0818 -0.1575 -2.2794 0.076
H -1.9228 1.4653 -2.9277 0.067
H -3.3484 0.9589 -2.0464 0.063
H -0.9277 3.1451 0.0506 0.049
H -2.3678 3.1949 -0.5076 0.084
C 4.5099 -1.6500 -0.4167 -0.127
O 4.3576 -1.3423 0.9439 -0.196
C 5.0914 -2.2101 1.8087 -0.202
C 6.5880 -2.2317 1.5063 -0.441
C 7.3293 -3.1198 2.5242 -0.058
N 7.1510 -0.8689 1.5730 0.044
H 4.7426 -2.6661 -0.7513 0.099
H 5.2616 -0.9879 -0.8672 0.092
H 3.5675 -1.4197 -0.9236 0.063
H 4.8960 -1.8968 2.8346 0.130
H 4.6731 -3.2210 1.7166 0.126
H 6.7815 -2.6655 0.5241 0.124
H 8.2444 -3.4800 2.0612 0.075
H 6.7239 -3.9401 2.9108 0.076
H 7.5903 -2.5237 3.4025 0.072
H 6.4924 -0.2613 1.0938 0.059
H 7.1641 -0.6173 2.5557 0.064
O 2.2825 6.8792 1.2618 -0.065
C 0.9623 6.5575 0.8182 -0.250
C -0.0332 6.9011 1.9133 -0.243
O -1.3336 6.5214 1.4897 -0.077
H 2.8894 6.5858 0.5743 0.084
H 0.7441 7.1237 -0.0947 0.121
H 0.8660 5.5122 0.4896 0.108
H -0.0435 7.9791 2.0880 0.124
H 0.1400 6.4777 2.9113 0.115
H -1.3873 5.5669 1.3595 0.036
O -0.6290 -2.5326 5.6836 -0.073
C -0.2882 -3.0403 4.3733 -0.229
C 0.4374 -4.3536 4.6045 -0.240
O 1.8193 -4.1473 4.8747 -0.063
H -0.7286 -1.5815 5.5723 0.076
H -1.2215 -3.3199 3.8690 0.104
H 0.1755 -2.2531 3.7887 0.097
H 0.4996 -4.9133 3.6661 0.115
H -0.1533 -4.9834 5.2709 0.126
H 1.9697 -3.9628 5.8078 0.085
O -6.4103 -1.8146 -5.9920 -0.066
C -5.9508 -1.1683 -4.8139 -0.238
C -5.9297 0.3472 -4.9779 -0.251
O -4.9777 0.8873 -4.0711 -0.075
H -7.3639 -1.9079 -5.9764 0.082
H -6.6535 -1.3998 -4.0110 0.118
H -4.9496 -1.5055 -4.5623 0.119
H -6.9085 0.8160 -4.8009 0.117
H -5.7668 0.6616 -6.0172 0.118
H -5.3336 1.6961 -3.6987 0.084
O 1.3907 -1.6320 -4.3451 -0.056
C 1.2584 -2.2621 -3.0858 -0.250
C 1.1463 -3.7737 -3.2560 -0.250
O 1.3475 -4.5484 -2.0892 -0.077
H 0.5247 -1.4230 -4.6998 0.086
H 2.1199 -2.0403 -2.4574 0.101
H 0.3403 -1.8893 -2.6110 0.100
H 1.9237 -4.0113 -3.9888 0.121
H 0.1997 -4.1300 -3.6802 0.121
H 0.5764 -4.5333 -1.5064 0.036
O -0.1408 6.2680 -3.9784 -0.083
C 0.3650 5.2372 -3.0998 -0.238
C -0.1244 3.9085 -3.6389 -0.244
O -1.5610 3.8693 -3.5737 -0.116
H -1.0991 6.1226 -3.9004 0.078
H 1.4545 5.2929 -3.1279 0.117
H -0.0089 5.4231 -2.0895 0.099
H 0.2485 3.0428 -3.0851 0.105
H 0.1638 3.8353 -4.6861 0.120
H -1.7313 3.4979 -2.6783 0.027
O -1.2202 -4.5113 -0.8239 -0.072
C -1.9413 -4.2452 0.3788 -0.231
C -2.5819 -5.4629 0.9625 -0.259
O -2.9615 -5.2597 2.3124 -0.054
H -1.3356 -5.4607 -0.9736 0.095
H -1.3104 -3.8238 1.1698 0.110
H -2.6608 -3.4520 0.1634 0.128
H -1.8407 -6.2711 0.9931 0.126
H -3.4305 -5.8065 0.3645 0.129
H -3.7880 -5.6892 2.5368 0.088
O -2.3662 2.3406 4.7757 -0.036
C -1.5741 2.1756 3.6408 -0.276
C -1.2428 3.4277 2.8347 -0.183
O -2.3134 3.7299 1.8808 -0.109
H -2.2229 3.2072 5.1705 0.091
H -0.5677 1.7650 3.8497 0.119
H -1.9413 1.3843 2.9839 0.119
H -0.3291 3.3802 2.2524 0.118
H -1.2625 4.2555 3.5544 0.119
H -3.1188 3.7180 2.4120 0.101
```

- Energy relative to the best compared isomer or geometry (same formula, charge and spin): 54.1 kcal per mole
- Largest force on an atom: 2.8 eV/A
- SMILES: COC[C@H](C)N.COC[C@H](C)N.OCCO.OCCO.OCCO.OCCO.OCCO.OCCO.OCCO
- HOMO: -9.217 eV

Look up the HOMO of the second one.
-9.217 eV